Entry 1:
C3H3FS2 | wB97M-V/def2-TZVPD

```
! wB97M-V def2-TZVPD RIJCOSX def2/J DEFGRID3
* xyz 0 1
F 2.97248 0.13039 -0.13054
C 1.90894 -0.59744 0.01637
C 0.71086 0.08827 -0.11738
S -0.83346 -0.75566 0.06063
C -2.10129 0.39584 0.22653
S -3.65369 -0.21314 -0.16801
H 2.11597 -1.63794 -0.03597
H 0.67255 1.14371 -0.27221
H -1.79237 1.44598 0.42058
*
```

Its gap between HOMO and LUMO is 7.78 eV. As for the HOMO energy: -8.5 eV. Its LUMO energy is -0.741 eV. As for the SMILES: F/C=C/SC=S. The total energy comes out at -27545.3410 eV.

=====

Entry 2:
C11H31Ba2O8 | wB97M-V/def2-TZVPD

```
! wB97M-V def2-TZVPD RIJCOSX def2/J DEFGRID3
* xyz 3 1
Ba -4.84351 -1.99852 0.05325
Ba -0.88552 -3.75497 0.10260
O -1.39628 0.81630 -0.57946
C -1.21847 -0.47254 -0.55411
O -2.17418 -1.28710 -0.63699
O -0.08197 -0.98858 -0.37877
H -0.48686 0.94803 -0.85732
C -4.03573 2.84610 0.13900
C -4.57754 1.40462 -0.26631
O -3.98070 0.53085 0.62658
H -4.47860 3.71871 -0.34110
H -2.96031 2.88438 -0.03451
H -4.08616 2.85158 1.22783
H -4.22825 1.23520 -1.28483
H -5.64785 1.20048 -0.23683
H -3.05138 0.76431 0.68536
C 0.92972 -1.86370 4.76801
C -0.17829 -2.13221 3.87582
O 0.32087 -2.27353 2.54853
H 0.56156 -1.98601 5.78664
H 1.22096 -0.81346 4.78454
H 1.82393 -2.48654 4.79136
H -0.85613 -1.27893 3.89908
H -0.62804 -3.03808 4.28230
H 0.57588 -1.43658 2.15345
C 2.93522 1.04909 2.84030
C 2.75452 1.00301 1.36830
O 2.77239 -0.29639 0.97367
H 3.86082 0.60338 3.20461
H 2.06982 0.57638 3.30476
H 3.03909 2.10025 3.10935
H 3.54854 1.59548 0.91378
H 1.85187 1.46069 0.96349
H 1.93868 -0.41492 0.51273
C 1.78574 -2.16901 -2.86165
C 1.26209 -3.48429 -3.42300
O -0.01414 -3.78439 -2.77531
H 2.71421 -1.95242 -3.38998
H 1.89601 -2.24045 -1.77959
H 1.05568 -1.39206 -3.08847
H 1.94457 -4.33408 -3.43657
H 1.12793 -3.26841 -4.48294
H -0.66880 -3.47604 -3.40614
C 1.02677 2.17526 -3.40391
C 0.97429 3.29478 -2.27370
O 0.52144 2.66439 -1.11399
H 0.07452 1.71803 -3.67272
H 1.80668 1.43859 -3.21110
H 1.50200 2.66494 -4.25389
H 0.19756 4.04200 -2.43631
H 1.97540 3.72336 -2.32069
H 0.40995 3.31303 -0.41511
*
```

Its gap between HOMO and LUMO is 4.45 eV. As for the HOMO energy: -16.1 eV. Its LUMO energy is -11.607 eV. The total energy comes out at -29651.7660 eV.

=====

Entry 3:
C40H39Cl2N2Sb2W | wB97M-V/def2-TZVPD

```
! wB97M-V def2-TZVPD RIJCOSX def2/J DEFGRID3
* xyz 3 3
W -0.83549 -0.06029 0.02543
C -1.48579 -3.08682 1.07818
N -1.70199 -1.62871 1.22918
C -2.53776 -1.20298 2.12612
C -2.79121 0.19310 2.14000
C -3.62209 1.02962 2.82475
C -3.47797 2.33428 2.23569
C -2.57704 2.23252 1.23185
N -2.10362 0.90862 1.14579
C -1.93645 -3.56590 -0.28035
C -1.09751 -4.35865 -1.05543
C -1.51700 -4.83705 -2.29011
C -2.78644 -4.52810 -2.75682
C -3.63936 -3.75168 -1.97975
C -3.21635 -3.27073 -0.74781
H -2.02511 -3.59008 1.88400
H -0.42566 -3.30364 1.22278
H -3.01187 -1.89007 2.82165
H -4.27075 0.76355 3.64587
H -4.00293 3.22730 2.53320
H -2.23001 2.98572 0.54176
H -0.11627 -4.62760 -0.68164
H -0.86283 -5.46790 -2.87714
H -3.12474 -4.91820 -3.70758
H -4.65115 -3.56029 -2.31716
H -3.90757 -2.70531 -0.13280
C 3.32151 0.38265 0.89469
C 3.64052 1.09108 -0.42005
C 2.77513 2.30270 -0.74472
Sb 0.69054 2.24376 -0.28419
C 0.77848 3.11214 1.63079
C 0.41909 2.44179 2.79697
C 0.60084 3.04760 4.03330
C 1.13564 4.32571 4.10989
C 1.49642 4.99960 2.94998
C 1.32593 4.39358 1.71344
C -0.14991 3.70796 -1.51830
C -0.01487 3.57833 -2.90004
C -0.55071 4.54839 -3.73426
C -1.22058 5.63762 -3.19173
C -1.35638 5.76305 -1.81614
C -0.82113 4.79881 -0.97176
Sb 1.69110 -1.00463 0.77192
C 1.61651 -1.52568 -1.28003
C 2.71688 -1.76009 -2.09679
C 2.54722 -1.88524 -3.47162
C 1.29123 -1.74285 -4.05204
C 0.17838 -1.51494 -3.25679
C 0.35571 -1.40632 -1.88213
C 2.27496 -2.71539 1.80267
C 2.31087 -3.93316 1.12737
C 2.77412 -5.05822 1.79464
C 3.19271 -4.96036 3.11524
C 3.15569 -3.74105 3.77879
C 2.69379 -2.60678 3.12695
H 3.11052 1.08119 1.70669
H 4.14102 -0.26154 1.21786
H 3.61390 0.39112 -1.25209
H 4.67642 1.43648 -0.36535
H 2.87584 2.59344 -1.78979
H 3.06105 3.16203 -0.13470
H -0.01281 1.44620 2.76559
H 0.32206 2.52037 4.93630
H 1.27270 4.79844 5.07305
H 1.91240 5.99656 3.00566
H 1.61575 4.94124 0.82253
H 0.51632 2.73910 -3.33871
H -0.43721 4.46176 -4.80658
H -1.62952 6.39786 -3.84350
H -1.86696 6.62010 -1.39768
H -0.90780 4.92354 0.10185
H 3.70972 -1.86481 -1.67567
H 3.40352 -2.09675 -4.09880
H 1.18242 -1.84010 -5.12391
H -0.80961 -1.46908 -3.69481
H -0.58354 -1.59818 -1.29717
H 2.01498 -4.00828 0.08768
H 2.81973 -6.00919 1.28094
H 3.55813 -5.83985 3.62802
H 3.49017 -3.67333 4.80512
H 2.67158 -1.66210 3.65814
Cl -2.10036 0.78413 -1.99779
C -3.84765 0.09812 -2.13154
Cl -4.77779 0.38611 -0.71956
H -3.69633 -0.95803 -2.32441
H -4.21338 0.66269 -2.98310
*
```

The expectation value of S² is 2.041. Its gap between HOMO and LUMO (spin up / spin down) is 5.87 / 6.36 eV. As for the HOMO energy (spin up / spin down): -16.5 / -16.5 eV. Its LUMO energy (spin up / spin down) is -10.608 / -10.128 eV. The total energy comes out at -85010.6055 eV.

=====

Entry 4:
C5H10O3V | wB97M-V/def2-TZVPD

```
! wB97M-V def2-TZVPD RIJCOSX def2/J DEFGRID3
* xyz 0 4
O -0.07830 -2.21834 1.49397
C -1.42960 -1.90343 1.61003
C -1.85851 -0.83382 0.61131
O -1.00450 0.30505 0.79594
C -0.72845 1.08530 -0.39904
C 0.49455 0.48322 -1.03823
O 1.62480 1.04322 -0.23848
C 2.81184 1.18572 -0.97887
V 0.83976 -0.75494 0.64549
H -1.66781 -1.53739 2.63128
H -2.07398 -2.78753 1.43424
H -2.90957 -0.53645 0.75478
H -0.68765 2.15016 -0.11913
H -1.57111 0.97360 -1.09734
H 0.60364 0.79175 -2.08560
H 2.80390 2.13936 -1.53137
H 3.65625 1.17270 -0.27896
H 2.93236 0.36426 -1.70686
H -1.75763 -1.12244 -0.50317
*
```

The expectation value of S² is 3.764. Its gap between HOMO and LUMO (spin up / spin down) is 7.45 / 8.23 eV. As for the HOMO energy (spin up / spin down): -7.2 / -8.2 eV. Its LUMO energy (spin up / spin down) is 0.239 / 0.008 eV. The total energy comes out at -37174.1033 eV.

=====

Look up the total energy of the first one.
-27545.3410 eV